Molecular formula: C28H30BN2
Method: DFT, ωB97M-V/def2-TZVPD

Positions of all 61 atoms, in Å:
C -2.634 5.220 -3.580
N -1.768 5.338 -2.428
C -2.027 6.460 -1.559
C -0.867 4.376 -2.087
C -0.151 4.418 -0.846
C 0.759 3.432 -0.485
N 1.022 2.382 -1.326
B 2.152 1.316 -1.024
H 1.838 0.210 -0.197
C 0.407 2.370 -2.551
C -0.526 3.311 -2.960
H -2.113 4.822 -4.460
H -3.485 4.541 -3.390
H -3.011 6.216 -3.850
H -1.079 6.829 -1.146
H -2.496 7.265 -2.124
H -2.703 6.186 -0.741
H -0.348 5.199 -0.113
H 1.336 3.446 0.462
H 2.444 0.849 -2.106
H 3.061 1.825 -0.432
H 0.755 1.579 -3.224
H -0.933 3.199 -3.964
C -1.231 -4.696 5.008
C -0.040 -4.855 4.293
C 0.323 -3.928 3.308
C -0.553 -2.867 2.980
C -0.241 -1.940 1.888
C 1.075 -1.773 1.457
C 1.462 -1.524 0.124
C 2.658 -2.220 -0.370
C 3.121 -1.959 -1.668
C 4.258 -2.591 -2.168
C 4.934 -3.550 -1.409
C 4.481 -3.851 -0.118
C 3.355 -3.196 0.396
C -1.339 -1.299 1.163
C -1.216 0.045 0.772
C -2.276 0.688 0.140
C -3.409 -0.036 -0.247
C -3.515 -1.388 0.091
C -2.511 -2.010 0.839
C -1.725 -2.690 3.757
C -2.058 -3.598 4.757
H -1.504 -5.414 5.774
H 0.605 -5.712 4.469
H 1.258 -4.041 2.747
H 1.857 -1.895 2.203
H 0.677 -1.309 -0.621
H 2.564 -1.245 -2.273
H 4.607 -2.323 -3.161
H 5.836 -4.038 -1.788
H 4.988 -4.610 0.491
H 2.962 -3.473 1.380
H -0.323 0.618 1.031
H -2.182 1.759 -0.042
H -4.222 0.467 -0.790
H -4.368 -1.975 -0.248
H -2.580 -3.067 1.121
H -2.374 -1.835 3.536
H -2.990 -3.459 5.306

Highest occupied orbital energy   -10.99 eV
Total charge   +1
Max |F|   0.024 Eh/bohr
Kohn-Sham gap   6.666 eV

Molecular formula: CH2ClOP
Method: DFT, ωB97M-V/def2-TZVPD

Positions of all 6 atoms, in Å:
C -0.132 0.406 -0.089
O -4.040 1.269 1.841
P -3.254 0.151 1.273
Cl -1.262 1.137 0.993
H -0.290 -0.479 -0.560
H 0.909 0.503 0.220

Energy relative to the best compared isomer or geometry (same formula, charge and spin)   76.46 kcal/mol
Highest occupied orbital energy (alpha / beta)   -6.91 / -9.59 eV
Max |F|   0.062 Eh/bohr
Kohn-Sham gap (alpha / beta)   5.526 / 9.620 eV